# C8H17NO

The molecule C8H17NO at a distorted geometry (ωB97M-V with the def2-TZVPD basis set, the Open Molecules 2025 dataset).

```
27
Properties=species:S:1:pos:R:3:forces:R:3
O 2.7150 -0.6542 -0.9922 -0.1406 0.0085 -0.1242
N 0.0442 0.4147 -1.0679 -2.5201 -0.0511 -0.2514
C 1.7178 -1.0122 -0.0436 -0.3976 0.2835 -0.1847
C 0.7842 0.2273 0.0962 -0.6362 -0.0563 4.3526
C -0.3859 -0.1861 1.5198 3.1314 -0.0659 -0.7042
C 1.0151 -2.2926 -0.4720 0.0788 0.1641 0.1181
C 1.5316 1.4242 0.6723 0.4788 -0.0943 -0.5166
C -1.1688 0.5976 -0.5396 0.3029 -0.0473 -4.1250
C -2.2333 -0.3698 -1.0130 -0.1332 0.2095 0.2307
C -1.7291 1.9240 -0.0730 0.4816 -0.3762 1.3390
H 2.1711 1.1308 1.5031 0.0049 0.0487 0.1212
H -1.1219 -0.9804 1.4575 -0.2490 0.1154 -0.4890
H 0.3078 -2.6364 0.2815 -0.0371 -0.0152 0.0763
H 0.4768 -2.1240 -1.4031 0.0024 0.0250 -0.0430
H -0.7268 0.7140 2.0194 -0.2218 0.0682 -0.1700
H -0.9795 2.5394 0.4199 -0.0410 0.0793 -0.1923
H -2.0814 2.4455 -0.9696 0.1247 -0.2434 0.0145
H -1.8226 -1.3641 -1.1574 0.0865 0.0319 0.0501
H -3.0843 -0.4082 -0.3307 -0.0616 0.0419 -0.0987
H -2.5662 1.7917 0.6140 -0.0878 0.0313 -0.0918
H 0.4144 -0.5903 2.1354 -0.0887 -0.1195 0.5373
H 1.7631 -3.0689 -0.6295 -0.0062 -0.0134 0.0100
H 0.8755 2.2363 0.9843 -0.0240 -0.1721 0.0324
H 2.2535 -1.1670 0.8968 -0.0810 0.0836 0.0193
H 2.1661 1.8120 -0.1275 0.0919 0.0693 0.0716
H 2.2362 -0.3964 -1.7950 0.0441 -0.0405 0.0425
H -2.5727 -0.0070 -1.9863 -0.1022 0.0350 -0.0245
```
Positions in Å, forces in eV/Å.

- E_LUMO (alpha / beta): 0.282 / 0.282 eV
- Gap between HOMO and LUMO (alpha / beta): 7.875 / 7.875 eV
- HOMO level (alpha / beta): -7.59 / -7.59 eV
- SMILES: CC(C)=NC(C)(C)[C@@H](C)O
- Energy relative to the best compared isomer or geometry (same formula, charge and spin): 110.71 kcal/mol
- 2S+1: 1

---

# C57H54ClN2O13PS

A cluster of 7 separate species, C57H54ClN2O13PS in total at a distorted geometry (ωB97M-V with the def2-TZVPD basis set, the Open Molecules 2025 dataset).

```
129
Properties=species:S:1:pos:R:3:forces:R:3
Cl -10.8924 -4.7893 3.4435 0.4660 0.5499 -0.2221
S -10.2944 -3.3567 -4.1258 0.1693 0.1565 -0.2620
P -10.3539 -1.4278 -3.8072 0.3585 -1.5254 0.7039
O 10.1581 -5.1112 -0.8400 -0.0217 0.0141 0.0091
O 8.3879 1.1473 -1.0167 -0.0525 -0.0234 -0.0989
O 13.2276 2.6011 -3.5527 0.0283 -0.0031 0.0312
O 8.5997 1.7831 3.1012 0.0955 0.0589 0.3577
O 6.3132 -1.5010 -0.3434 0.1989 -0.2184 -0.0106
O -8.5311 -4.4402 2.3404 -1.0253 -0.0779 0.5009
O 10.4763 0.0898 7.7538 -0.0379 0.0096 -0.0071
O 12.2847 1.8466 1.6045 0.0550 -0.0268 -0.0165
O -8.9830 1.4269 -5.6757 -0.0866 0.1177 -0.1499
O -4.3874 1.2549 2.6893 0.0340 0.1997 0.3422
O 3.3227 1.1695 0.5275 0.1214 0.1651 0.1007
O -6.8747 2.7752 7.1088 0.0081 -0.0079 -0.0215
O -12.6861 4.3518 -8.0771 0.0149 -0.0132 0.0196
N -10.2678 -2.0589 -0.9450 0.8336 0.6432 1.3581
N -8.3081 -1.1465 1.0020 -0.8599 -0.3681 -0.4091
C 7.1390 -3.6163 0.2682 -0.0019 -0.0847 0.0391
C -1.3936 0.7667 -0.0909 0.4078 0.0477 -0.0980
C 6.1191 1.0796 -1.6485 -0.0769 0.1320 -0.1198
C -6.3045 2.4278 6.0976 -0.0457 0.0327 0.0890
C -8.2466 -0.8054 -0.3258 0.6088 0.2265 0.4001
C 8.1627 1.3331 5.3705 -0.0616 0.0052 0.0594
C -5.6007 3.4077 5.2343 0.0595 0.0236 -0.0956
C -2.3984 0.2128 -1.1395 -0.2631 -0.0988 0.7154
C 0.0725 -1.3913 -0.3122 0.6795 0.0983 0.2999
C 2.2211 -2.3763 -1.1660 -0.4983 0.3888 0.8270
C 6.8607 1.2389 0.7681 0.1598 0.0121 0.0570
C 7.1979 -2.3271 -0.4611 -0.0729 -0.0395 0.0470
C 11.4140 1.9068 -0.5835 -0.0328 -0.0126 0.0926
C -3.8328 0.8194 -0.9896 0.9512 -0.3821 -0.7776
C 13.0100 2.4277 -2.3725 -0.0407 0.0073 -0.1045
C -6.1231 0.5706 0.2245 0.1137 -0.2367 -0.0136
C 14.0951 2.5419 -1.3661 0.0481 -0.0006 0.0982
C 7.2222 1.1545 -0.6642 -0.1664 0.0080 0.0662
C 5.5897 1.2429 1.1582 0.0566 0.0339 -0.0376
C -9.2070 -1.2490 -1.2518 0.2826 0.3320 -1.4523
C 9.0289 1.3940 4.1697 0.1065 -0.0020 0.0027
C 10.9123 0.5403 5.4853 -0.0518 0.0285 -0.0782
C 10.4391 0.9649 4.3157 0.1423 -0.0667 -0.0424
C -9.8319 2.0988 -6.2271 0.0520 0.0023 -0.0035
C -10.2935 -2.3364 0.3305 -0.7685 -0.5039 0.2311
C -12.0725 3.0945 -6.1857 0.0209 -0.0631 0.1016
C -9.5975 2.6848 -7.5675 -0.0048 0.0513 -0.0807
C 12.4984 2.0207 0.4211 -0.0338 0.0045 -0.0324
C 9.2800 -4.2838 -0.7273 0.0966 -0.0594 -0.0156
C 10.0481 0.4779 6.6886 0.1019 -0.0318 0.0644
C -0.5221 -0.3057 0.6151 -0.3060 -0.0417 -0.1533
C -4.6926 0.0058 -0.0093 0.5726 0.4176 0.7784
C 9.3379 -2.9939 -1.4568 -0.0580 0.0889 -0.0055
C -6.2844 1.0059 5.6749 0.0199 -0.0848 -0.0764
C -4.9573 1.6044 3.7017 0.0452 -0.0098 -0.0468
C -9.4860 -3.8771 2.7777 1.6023 0.3864 -0.3214
C -9.3390 -1.8875 1.3042 0.3287 -0.0550 0.4512
C -4.9769 3.0254 4.1230 -0.0338 0.0937 0.0453
C -9.5438 -2.3198 2.7573 -1.6500 -0.8951 -0.6285
C -11.8393 3.6822 -7.5282 -0.0660 0.0591 -0.0626
C 13.8572 2.3537 -0.0708 0.0935 0.0276 -0.0171
C 11.6525 2.0949 -1.8789 -0.0295 -0.0184 0.0434
C 8.3721 -2.0865 -1.3343 0.0322 -0.0033 -0.0769
C -7.0810 0.4320 -2.0544 -0.7294 -0.2763 -0.5080
C -11.1407 2.3611 -5.5828 -0.0782 0.0076 0.0193
C 8.1046 -4.5232 0.1456 -0.1002 0.0145 0.0548
C 1.4674 -1.0269 -0.9083 -0.2489 -1.1051 -0.3210
C 8.6353 0.9088 6.5393 -0.0973 0.0322 -0.0427
C -9.0713 -0.8270 -2.6083 -0.2550 0.8611 -1.4290
C -10.5287 3.4186 -8.1715 0.1041 -0.0454 -0.0019
C 4.8487 1.0843 -1.2593 0.0235 0.1161 -0.1145
C -8.0393 0.0164 -3.0278 0.1191 -0.2623 0.6225
C -7.1758 0.0388 -0.7425 0.6707 0.5638 0.0731
C 4.4847 1.1660 0.1754 -0.0354 -0.0479 0.0581
C -5.6603 0.6241 4.5634 -0.0660 -0.0557 0.0754
C 2.3150 -4.2351 0.6780 -0.0905 0.3344 0.2939
C 2.9177 -2.9034 0.1311 0.4647 -0.8319 -0.8025
H 2.0019 -0.3924 -0.1877 -0.0585 -0.2123 -0.5473
H 8.0198 0.8571 7.4284 0.0371 -0.0171 0.0221
H -2.0085 0.3680 -2.1580 -0.1712 -0.0718 0.3388
H 14.6351 2.4330 0.6782 -0.0263 -0.0081 0.0252
H -1.1284 -0.7665 1.4155 0.1194 -0.0255 -0.3818
H -4.4586 3.7252 3.4797 0.0146 -0.0381 -0.0268
H -10.3770 3.8546 -9.1507 -0.0437 0.0164 0.0035
H -6.2784 1.1029 -2.3547 -0.2222 -0.1587 0.0593
H -4.1670 0.0674 0.9766 -0.4436 -0.2436 -0.8968
H -5.6253 4.4403 5.5586 -0.0254 -0.0164 0.0395
H 10.2029 -2.8362 -2.0885 0.0080 -0.0402 0.0059
H -0.5838 -1.7012 -1.1382 -0.0031 0.1648 0.3412
H -2.4873 -0.8744 -0.9798 -0.0025 0.2667 -0.2431
H -4.6937 -1.0617 -0.2877 -0.2040 0.3841 -0.0859
H 1.3890 -0.5312 -1.8898 -0.1720 0.2708 0.4809
H 6.2734 -3.7735 0.8999 -0.0162 0.0456 -0.0135
H 5.3050 1.3024 2.2013 -0.0254 -0.0015 -0.0091
H -8.6355 2.4823 -8.0206 0.0076 -0.0293 0.0381
H 10.4284 1.6645 -0.2080 0.0014 -0.0040 -0.0114
H -11.6121 -1.1596 -3.2074 0.3944 0.7114 -0.3028
H 1.4461 -3.1187 -1.4245 0.3179 0.2543 -0.2314
H 8.3985 -1.1407 -1.8593 0.0081 0.0116 0.0232
H -5.6353 -0.4086 4.2381 0.0312 0.0162 -0.0468
H -0.7091 1.4765 -0.5861 -0.2928 -0.0996 0.1212
H -7.9018 0.3970 -4.0618 -0.4936 -0.5885 0.8743
H 4.0269 1.0286 -1.9622 -0.0319 -0.0154 0.0406
H 7.1354 1.6508 5.2420 0.0104 0.0130 -0.0314
H -10.5834 -2.0692 3.0308 0.5441 0.2730 0.2185
H -13.0342 3.2964 -5.7315 -0.0100 0.0245 -0.0402
H 3.9630 -3.1344 -0.1421 -0.2966 0.2875 0.2017
H -11.2916 1.9247 -4.6030 0.0363 -0.0021 0.0040
H 1.6092 -4.7054 -0.0233 0.2772 0.2186 0.1010
H 0.3274 0.1758 1.1325 -0.3754 -0.0485 -0.1529
H 2.9043 -2.3164 -2.0261 -0.0158 0.0749 0.4011
H 6.4041 1.0206 -2.6920 0.0278 -0.0070 0.0092
H 1.7574 -4.0571 1.6121 0.1932 -0.1603 -0.2762
H 3.1048 -4.9724 0.8828 -0.2580 0.1954 0.0610
H -6.0622 1.6659 0.0941 -0.1149 -0.3551 0.1460
H -10.2201 -0.6993 -5.0148 -0.0675 0.3316 0.6481
H 11.0537 1.0183 3.4248 -0.0443 0.0662 -0.0201
H 10.8732 2.0150 -2.6262 -0.0002 0.0043 0.0018
H -6.4086 0.3678 1.2636 -0.0628 0.0580 -0.3764
H -1.9393 1.3417 0.6794 0.1943 -0.2167 -0.2570
H 11.9394 0.2234 5.6129 -0.0095 -0.0065 0.0368
H 0.2361 -2.2994 0.2986 -0.1304 0.3258 -0.1694
H 2.9686 -2.1323 0.9132 -0.1486 -0.1888 -0.2537
H -6.8025 0.3056 6.3177 -0.0070 0.0380 0.0338
H -4.2451 0.8325 -2.0137 -0.1717 0.1141 0.4799
H 7.6872 1.2970 1.4700 -0.2463 -0.0072 -0.2655
H -11.1255 -2.9594 0.6874 0.2736 0.1710 -0.1602
H -8.8132 -1.8732 3.4369 -0.1121 -0.2394 -0.1964
H 15.0799 2.7847 -1.7446 -0.0197 0.0007 -0.0422
H -3.6783 1.8619 -0.6566 -0.5138 -0.2994 -0.0693
H 8.0799 -5.4698 0.6705 0.0397 -0.0105 -0.0212
```
Positions in Å, forces in eV/Å.

- E_LUMO: -1.889 eV
- Gap between HOMO and LUMO: 6.187 eV
- HOMO level: -8.08 eV
- SMILES: CCCCCCCCCCCc1ccc([PH2]=S)c2ncc(CC(=O)Cl)nc12.O=C1C=CC(=O)C=C1.O=C1C=CC(=O)C=C1.O=C1C=CC(=O)C=C1.O=C1C=CC(=O)C=C1.O=C1C=CC(=O)C=C1.O=C1C=CC(=O)C=C1
- 2S+1: 1

---

# C5H10O2

A cluster of 2 separate species, C5H10O2 in total (ωB97M-V with the def2-TZVPD basis set, the Open Molecules 2025 dataset).

```
17
Properties=species:S:1:pos:R:3:forces:R:3
O 3.0806 0.0284 0.8187 -0.0987 -0.1380 0.0843
O -2.1579 -1.5670 1.4404 -0.0077 -0.0421 0.0230
C 2.4024 0.7302 -0.1432 -0.0337 0.0363 -0.0552
C 3.0304 1.6711 -0.8338 0.0015 0.0698 -0.0611
C 0.9718 0.3408 -0.3244 -0.1297 -0.0069 0.0349
C -2.8858 -1.3422 0.3060 -0.0529 0.0008 -0.0571
C -3.2328 -0.1237 -0.0683 0.0838 0.0174 0.0045
H 0.8925 -0.6977 -0.6554 0.0037 -0.0285 0.0464
H -3.1469 -2.2214 -0.2740 0.0109 -0.0146 0.0265
H 0.4214 0.4399 0.6156 0.0116 -0.0548 0.0008
H -2.9592 0.7310 0.5342 -0.0264 0.0627 -0.0215
H 4.0700 1.8977 -0.6517 0.0421 -0.0089 0.0287
H -2.1668 -2.5052 1.6444 0.0438 -0.0165 0.0079
H 2.4781 -0.5987 1.2364 0.1118 0.1050 -0.0568
H 0.4752 0.9639 -1.0629 0.0582 0.0474 -0.0429
H 2.5047 2.2281 -1.5950 -0.0057 -0.0310 0.0265
H -3.7779 0.0248 -0.9872 -0.0127 0.0018 0.0111
```
Positions in Å, forces in eV/Å.

- E_LUMO: 0.561 eV
- Gap between HOMO and LUMO: 9.227 eV
- HOMO level: -8.67 eV
- SMILES: C=C(C)O.C=CO
- Energy relative to the best compared isomer or geometry (same formula, charge and spin): 57.56 kcal/mol
- 2S+1: 1

---

# C10H12F6N5O4S2Zn

A structure of composition C10H12F6N5O4S2Zn at a distorted geometry (ωB97M-V with the def2-TZVPD basis set, the Open Molecules 2025 dataset).

```
40
Properties=species:S:1:pos:R:3:forces:R:3
Zn 0.0275 -0.8938 -2.1435 -1.5722 1.3346 1.0310
S 0.5869 1.8455 -0.6555 -3.5451 -0.3682 0.6506
S 2.7830 0.5970 -1.7589 -0.1843 -1.3974 -0.2495
F -0.5101 4.0748 -1.3541 -0.0262 -0.1993 -0.1695
F 4.3607 0.2582 0.3869 0.3261 0.0715 -0.2070
F 2.3424 -0.3706 0.6851 -0.2001 -0.4264 0.1814
F 3.6557 -1.5541 -0.5906 -0.0100 -0.0433 0.4117
F -0.2871 2.6538 -2.9857 -0.0768 -0.0286 -0.2595
F 1.4172 3.7973 -2.2668 0.0470 -0.0820 -0.2599
O -0.7533 1.4875 -0.2623 0.1085 -0.1365 -0.6937
O 1.3963 2.2931 0.4086 1.6562 0.2673 -0.2357
O 3.4168 1.8539 -1.7891 -0.3403 0.9434 0.5207
O 3.0209 -0.2957 -2.8448 -0.4365 -0.8264 -0.2383
N 2.5596 -3.0221 3.9812 -0.5918 -0.1999 0.1552
N -3.9321 1.5259 0.0551 0.3009 -0.1790 1.0214
N 1.1029 0.5618 -1.5439 3.0178 1.6118 0.1000
N -0.8224 -1.4893 -0.2972 0.5377 -0.4749 -1.1254
N -1.7986 -0.0574 -2.7476 0.5736 -1.0458 -0.0491
C 4.5954 -1.9115 2.8006 -0.4555 0.8477 -0.0732
C -1.6349 -3.2766 1.3861 -0.1392 0.7106 1.3739
C 0.2976 3.1925 -1.9307 0.4142 0.2607 0.9171
C -3.0312 1.8071 2.4930 -0.1419 -0.5639 0.0499
C -1.1808 -2.2991 0.4267 -0.1744 -0.5081 0.0084
C -3.5499 1.6259 1.1421 -0.4089 0.3173 -1.1405
C 3.4528 -2.5343 3.4615 0.7553 -0.0290 -0.2306
C 3.3361 -0.3236 -0.1887 -0.1934 0.4237 -0.6256
C -4.3588 0.0914 -3.0867 -0.2585 0.4332 0.1473
C -2.9394 -0.0227 -2.8489 0.0772 0.1808 0.0173
H 4.4786 -0.8318 2.9299 0.1627 -0.0369 0.0929
H -4.4732 0.8670 -3.8471 -0.1650 -0.2715 -0.1989
H -3.3943 0.9835 3.1113 0.1267 -0.0032 0.0010
H -2.6702 -3.0676 1.6622 -0.0970 -0.1190 -0.3557
H -1.9441 1.7714 2.4452 0.0025 0.1525 0.1102
H -1.5004 -4.3228 1.1404 0.1361 0.0562 -0.4229
H 4.5459 -2.0727 1.7269 0.1788 -0.3559 0.0430
H -4.8902 0.4482 -2.2061 0.3036 0.0281 0.2890
H -4.7882 -0.8657 -3.3728 0.1187 0.0222 -0.2848
H -3.3899 2.7207 2.9582 0.0908 0.1789 -0.2251
H 5.5578 -2.1970 3.2112 -0.0661 -0.2645 0.0285
H -1.0849 -3.0483 2.3087 0.1487 -0.2808 -0.1057
```
Positions in Å, forces in eV/Å.

- Net charge: +1
- E_LUMO: -5.529 eV
- Gap between HOMO and LUMO: 8.396 eV
- HOMO level: -13.93 eV
- Energy relative to the best compared isomer or geometry (same formula, charge and spin): 0.00 kcal/mol
- 2S+1: 1

---

- What is the 2S+1 in the first record?
  1

---

- Which value of 2S+1 does entry 2 give?
  1